<i>
{"formula": "C2H2IO2", "method": "the ωB97M-V functional and the def2-TZVPD basis", "spin_multiplicity": 1, "total_charge": -1, "homo_ev": -3.87, "gap_ev": 7.1, "elements": ["I", "O", "O", "C", "C", "H", "H"], "positions_angstrom": [[2.280, -1.141, -0.525], [-0.081, 2.010, -0.720], [-1.915, 0.729, -0.311], [0.279, -0.566, 0.398], [-0.769, 1.101, -0.388], [-0.103, -1.489, 0.046], [0.308, -0.645, 1.500]], "nbo_charge": [-0.19, -0.66, -0.69, -0.73, 0.96, 0.15, 0.16]}

=====

<ii>
{"formula": "C2H2IO2", "method": "the ωB97M-V functional and the def2-TZVPD basis", "spin_multiplicity": 1, "total_charge": -1, "homo_ev": -2.46, "gap_ev": 6.0, "elements": ["I", "O", "O", "C", "C", "H", "H"], "positions_angstrom": [[0.587, 1.711, 1.440], [-0.403, -1.068, -2.200], [-0.669, 1.128, -1.717], [-0.595, 0.016, -1.929], [0.146, -0.472, 1.111], [1.271, -0.795, 1.132], [-0.337, -0.519, 2.163]], "nbo_charge": [-0.26, -0.54, -0.52, 1.04, -1.00, 0.14, 0.14]}

=====

How far above the most stable structure does each one sit? In hartree: <i> 0.0000; <ii> 0.0299.

=====

<i>
{"formula": "C4H4O2S", "method": "the ωB97M-V functional and the def2-TZVPD basis", "spin_multiplicity": 1, "total_charge": 0, "homo_ev": -8.60, "smiles": "Oc1cocc1S", "gap_ev": 9.1, "elements": ["S", "O", "O", "C", "C", "C", "C", "H", "H", "H", "H"], "positions_angstrom": [[-0.932, -0.941, 1.963], [1.391, 1.206, -0.289], [-1.403, -0.508, -1.408], [-0.410, 0.005, -0.694], [-0.109, -0.096, 0.727], [0.518, 0.816, -1.310], [1.014, 0.710, 0.885], [1.580, 1.135, 1.705], [-0.634, -2.301, 1.491], [0.758, 1.052, -2.320], [-1.773, -1.079, -0.750]], "nbo_charge": [0.03, -0.40, -0.63, 0.23, -0.41, -0.02, 0.16, 0.21, 0.14, 0.22, 0.48]}

=====

<ii>
{"formula": "C4H4O2S", "method": "the ωB97M-V functional and the def2-TZVPD basis", "spin_multiplicity": 1, "total_charge": 0, "homo_ev": [-10.08, -10.08], "gap_ev": [7.9, 7.9], "elements": ["S", "O", "O", "C", "C", "C", "C", "H", "H", "H", "H"], "positions_angstrom": [[-1.846, 1.383, -0.317], [-2.445, 1.475, 0.982], [-2.224, 2.289, -1.364], [-0.024, 1.308, -0.176], [-2.176, -1.083, -1.200], [0.507, 1.039, 0.994], [-2.115, -2.247, -1.470], [1.570, 0.951, 1.162], [-2.117, -3.259, -1.766], [0.504, 1.434, -1.107], [-0.130, 0.910, 1.856]], "nbo_charge": [2.10, -0.84, -0.83, -0.44, -0.25, -0.29, -0.41, 0.23, 0.23, 0.25, 0.23]}

=====

How far above the most stable structure does each one sit? In hartree: <i> 0.0000; <ii> 0.1876.

=====

<i>
{"formula": "C4H4O2S", "method": "the ωB97M-V functional and the def2-TZVPD basis", "spin_multiplicity": 1, "total_charge": 0, "homo_ev": -9.17, "smiles": "O=C/C=C\\OC=S", "gap_ev": 8.4, "elements": ["S", "O", "O", "C", "C", "C", "C", "H", "H", "H", "H"], "positions_angstrom": [[-3.298, -0.615, -0.132], [-1.218, 0.870, -0.554], [0.400, -1.873, -0.587], [0.087, 1.151, -0.314], [1.073, 0.369, 0.057], [-1.793, -0.093, 0.178], [1.273, -1.133, -0.056], [2.285, -1.555, 0.524], [-1.080, -0.360, 0.933], [0.345, 2.268, -0.505], [1.925, 0.971, 0.456]], "nbo_charge": [0.02, -0.47, -0.52, 0.22, -0.44, 0.05, 0.38, 0.14, 0.18, 0.21, 0.24]}

=====

<ii>
{"formula": "C4H4O2S", "method": "the ωB97M-V functional and the def2-TZVPD basis", "spin_multiplicity": 1, "total_charge": 0, "homo_ev": -8.76, "gap_ev": 8.2, "elements": ["S", "O", "O", "C", "C", "C", "C", "H", "H", "H", "H"], "positions_angstrom": [[-1.742, -1.367, 0.070], [-4.305, -0.785, -0.018], [-2.982, 1.002, -0.298], [-0.463, -0.303, 0.072], [-2.963, 2.084, 0.405], [0.891, -0.882, 0.109], [-3.226, -0.278, -0.021], [1.323, -0.666, -0.870], [-2.780, 2.917, -0.304], [0.975, -1.952, 0.311], [1.480, -0.321, 0.834]], "nbo_charge": [0.34, -0.50, -0.50, -0.21, 0.15, -0.75, 0.66, 0.27, 0.09, 0.19, 0.26]}

=====

How far above the most stable structure does each one sit? In hartree: <i> 0.0000; <ii> 0.1260.

=====

<i>
{"formula": "CuH10O5", "method": "the ωB97M-V functional and the def2-TZVPD basis", "spin_multiplicity": 1, "total_charge": 1, "homo_ev": -12.11, "gap_ev": 8.5, "elements": ["Cu", "O", "O", "O", "O", "O", "H", "H", "H", "H", "H", "H", "H", "H", "H", "H"], "positions_angstrom": [[-16.265, 18.600, 0.003], [-15.820, 17.147, 1.273], [-15.871, 18.510, -2.002], [-15.694, 20.303, 0.307], [-13.443, 18.231, -0.462], [-18.200, 18.327, 0.270], [-16.347, 16.484, 0.826], [-15.585, 16.729, 2.110], [-14.899, 18.482, -2.147], [-18.341, 18.109, 1.189], [-14.901, 20.297, 0.807], [-13.516, 17.339, -0.139], [-15.403, 20.649, -0.573], [-18.710, 17.646, -0.207], [-16.207, 19.014, -2.763], [-13.312, 18.752, 0.319]], "nbo_charge": [0.89, -0.99, -1.00, -0.97, -0.95, -0.97, 0.50, 0.52, 0.52, 0.50, 0.49, 0.49, 0.51, 0.50, 0.51, 0.47]}

=====

<ii>
{"formula": "CuH10O5", "method": "the ωB97M-V functional and the def2-TZVPD basis", "spin_multiplicity": 1, "total_charge": 1, "homo_ev": -12.54, "gap_ev": 9.2, "elements": ["Cu", "O", "O", "O", "O", "O", "H", "H", "H", "H", "H", "H", "H", "H", "H", "H"], "positions_angstrom": [[-0.004, -0.112, 0.066], [2.319, -0.427, -0.292], [-2.353, 0.714, 0.259], [-0.402, -2.119, 1.138], [-0.138, -0.403, -2.329], [0.359, 1.781, 1.302], [2.966, -0.593, 0.406], [-0.399, -2.065, 2.105], [-1.043, -0.348, -2.664], [2.772, -0.649, -1.115], [0.280, -2.767, 0.914], [-2.611, 1.227, -0.518], [0.419, -0.078, -3.048], [1.096, 2.404, 1.360], [-2.822, 1.119, 1.001], [-0.437, 2.315, 1.416]], "nbo_charge": [0.92, -0.98, -0.97, -0.97, -0.98, -0.98, 0.50, 0.50, 0.49, 0.50, 0.50, 0.49, 0.50, 0.50, 0.49, 0.49]}

=====

How far above the most stable structure does each one sit? In hartree: <i> 0.0356; <ii> 0.0000.

=====

<i>
{"formula": "CH2N2P2", "method": "the ωB97M-V functional and the def2-TZVPD basis", "spin_multiplicity": 1, "total_charge": 0, "homo_ev": -9.12, "smiles": "N#[PH]N=C=P", "gap_ev": 8.2, "elements": ["P", "P", "N", "N", "C", "H", "H"], "positions_angstrom": [[1.584, -0.099, -0.156], [-2.239, -0.631, 0.054], [1.630, -1.549, 0.081], [0.142, 0.732, -0.719], [-0.991, 0.275, -0.486], [-2.393, 0.115, 1.179], [2.267, 1.157, 0.046]], "nbo_charge": [1.37, 0.28, -0.92, -0.79, 0.07, 0.00, -0.01]}

=====

<ii>
{"formula": "CH2N2P2", "method": "the ωB97M-V functional and the def2-TZVPD basis", "spin_multiplicity": 1, "total_charge": 0, "homo_ev": -10.66, "smiles": "N#CP.N#P", "gap_ev": 10.2, "elements": ["P", "P", "N", "N", "C", "H", "H"], "positions_angstrom": [[1.154, 0.320, 0.026], [-0.774, -2.154, 1.650], [-1.759, -1.100, 1.731], [-1.425, 1.220, -0.848], [-0.263, 1.155, -0.828], [1.546, -0.767, -0.662], [1.521, 1.327, -1.068]], "nbo_charge": [0.28, 0.86, -0.85, -0.26, -0.09, -0.02, 0.07]}

=====

<iii>
{"formula": "CH2N2P2", "method": "the ωB97M-V functional and the def2-TZVPD basis", "spin_multiplicity": 1, "total_charge": 0, "homo_ev": -10.32, "gap_ev": 8.4, "elements": ["P", "P", "N", "N", "C", "H", "H"], "positions_angstrom": [[-0.335, 1.602, -0.637], [1.196, -0.919, -0.746], [-0.090, 0.071, -0.620], [4.161, 0.583, 0.373], [3.239, -0.044, 0.109], [0.962, -1.350, 0.479], [-1.633, 1.681, -0.173]], "nbo_charge": [0.95, 0.95, -1.22, -0.45, -0.06, -0.06, -0.11]}

=====

How far above the most stable structure does each one sit? In hartree: <i> 0.0383; <ii> 0.0251; <iii> 0.0000.

=====

<i>
{"formula": "ClPS2", "method": "the ωB97M-V functional and the def2-TZVPD basis", "spin_multiplicity": 1, "total_charge": 0, "homo_ev": -8.57, "gap_ev": 6.5, "elements": ["Cl", "S", "S", "P"], "positions_angstrom": [[1.646, -0.307, 0.508], [-0.173, 0.865, -1.558], [0.087, -0.609, 1.623], [-1.560, 0.051, -0.573]], "nbo_charge": [-0.13, -0.23, -0.19, 0.55]}

=====

<ii>
{"formula": "ClPS2", "method": "the ωB97M-V functional and the def2-TZVPD basis", "spin_multiplicity": 1, "total_charge": 0, "homo_ev": -9.57, "gap_ev": 7.9, "elements": ["Cl", "S", "S", "P"], "positions_angstrom": [[-1.532, -1.346, -0.163], [1.233, -0.536, 1.248], [0.155, 1.735, -0.997], [-0.014, 0.010, -0.112]], "nbo_charge": [-0.18, -0.34, -0.31, 0.83]}

=====

How far above the most stable structure does each one sit? In hartree: <i> 0.0686; <ii> 0.0000.

=====

<i>
{"formula": "C3H11NO3", "method": "the ωB97M-V functional and the def2-TZVPD basis", "spin_multiplicity": 1, "total_charge": 0, "homo_ev": -9.78, "smiles": "NCCC=O.O.O", "gap_ev": 10.6, "elements": ["O", "O", "O", "N", "C", "C", "C", "H", "H", "H", "H", "H", "H", "H", "H", "H", "H", "H"], "positions_angstrom": [[-1.585, -0.305, -1.443], [-0.983, 2.365, -0.895], [0.166, 3.752, 1.613], [1.873, -1.635, -0.564], [-1.274, -1.144, -0.640], [0.803, -2.059, 0.341], [-0.242, -0.954, 0.443], [0.493, 3.166, 0.928], [-0.614, 4.199, 1.296], [-1.598, 2.872, -1.431], [1.062, -2.372, 1.368], [-1.719, -2.169, -0.659], [0.429, -2.992, -0.098], [2.527, -2.389, -0.732], [-0.739, -0.986, 1.437], [0.239, 0.033, 0.413], [2.395, -0.839, -0.208], [-1.231, 1.459, -1.170]], "nbo_charge": [-0.55, -0.98, -0.96, -0.83, 0.48, -0.21, -0.53, 0.48, 0.47, 0.46, 0.17, 0.11, 0.19, 0.36, 0.24, 0.24, 0.36, 0.49]}

=====

<ii>
{"formula": "C3H11NO3", "method": "the ωB97M-V functional and the def2-TZVPD basis", "spin_multiplicity": 1, "total_charge": 0, "homo_ev": -9.70, "smiles": "C[C@H](N)C=O.O.O", "gap_ev": 10.5, "elements": ["O", "O", "O", "N", "C", "C", "C", "H", "H", "H", "H", "H", "H", "H", "H", "H", "H", "H"], "positions_angstrom": [[0.157, 2.798, 0.076], [-0.532, 1.342, 2.246], [1.174, 0.579, -1.562], [0.344, -1.389, 0.934], [0.285, -1.407, -0.530], [-1.094, -1.133, -1.142], [1.370, -0.456, -0.988], [-0.636, 3.036, -0.419], [2.374, -0.799, -0.662], [-1.313, -0.065, -1.112], [-0.077, -0.489, 1.166], [0.590, -2.433, -0.789], [0.134, 1.423, 2.919], [-1.035, -1.395, -2.200], [-0.280, 2.008, 1.584], [-0.248, -2.040, 1.431], [-1.876, -1.670, -0.619], [0.663, 2.089, -0.333]], "nbo_charge": [-0.97, -0.98, -0.56, -0.84, -0.16, -0.63, 0.47, 0.49, 0.12, 0.22, 0.38, 0.20, 0.47, 0.21, 0.49, 0.37, 0.22, 0.51]}

=====

How far above the most stable structure does each one sit? In hartree: <i> 0.0078; <ii> 0.0000.

=====

<i>
{"formula": "C3H11NO3", "method": "the ωB97M-V functional and the def2-TZVPD basis", "spin_multiplicity": 1, "total_charge": 0, "homo_ev": -10.06, "smiles": "C[C@@H](N)C=O.O.O", "gap_ev": 10.7, "elements": ["O", "O", "O", "N", "C", "C", "C", "H", "H", "H", "H", "H", "H", "H", "H", "H", "H", "H"], "positions_angstrom": [[-1.736, 1.441, -2.170], [1.812, -1.238, 1.563], [-2.241, -2.193, -1.469], [1.158, 0.552, -0.591], [0.682, -0.864, 1.389], [0.423, 0.454, 0.677], [0.631, 1.639, 1.628], [1.986, -0.018, -0.625], [-1.928, -1.360, -1.857], [-0.164, -1.510, 1.676], [-0.645, 0.480, 0.418], [1.702, 1.881, 1.572], [-1.529, -2.758, -1.795], [0.287, 1.384, 2.623], [-0.808, 1.408, -1.899], [-1.731, 1.155, -3.076], [0.216, 2.568, 1.238], [1.449, 1.524, -0.630]], "nbo_charge": [-0.95, -0.52, -0.93, -0.85, 0.44, -0.16, -0.62, 0.38, 0.47, 0.13, 0.19, 0.21, 0.46, 0.22, 0.48, 0.47, 0.22, 0.36]}

=====

<ii>
{"formula": "C3H11NO3", "method": "the ωB97M-V functional and the def2-TZVPD basis", "spin_multiplicity": 1, "total_charge": 0, "homo_ev": -9.20, "gap_ev": 4.7, "elements": ["O", "O", "O", "N", "C", "C", "C", "H", "H", "H", "H", "H", "H", "H", "H", "H", "H", "H"], "positions_angstrom": [[1.817, -1.969, -0.774], [-1.905, 1.702, 0.917], [-1.762, -0.749, 0.693], [0.644, 0.037, -0.635], [-0.468, -1.295, 0.923], [0.197, 1.243, -1.364], [0.497, -0.182, 0.812], [-0.712, 1.771, -0.864], [-0.226, -2.070, 0.113], [1.049, 2.035, -1.377], [-1.926, 0.367, 0.873], [-0.518, -1.843, 1.848], [-2.248, 2.455, 1.333], [2.661, -2.064, -1.301], [0.498, 0.855, 1.336], [-0.161, 0.983, -2.389], [1.549, -0.511, 1.065], [1.018, -0.766, -1.209]], "nbo_charge": [-0.96, -1.06, -0.68, -0.16, -0.08, -0.50, -0.29, 0.34, 0.23, 0.26, 0.52, 0.20, 0.46, 0.45, 0.27, 0.23, 0.32, 0.46]}

=====

<iii>
{"formula": "C3H11NO3", "method": "the ωB97M-V functional and the def2-TZVPD basis", "spin_multiplicity": 1, "total_charge": 0, "homo_ev": -9.73, "smiles": "CNCC=O.O.O", "gap_ev": 10.1, "elements": ["O", "O", "O", "N", "C", "C", "C", "H", "H", "H", "H", "H", "H", "H", "H", "H", "H", "H"], "positions_angstrom": [[-0.498, -2.618, -1.946], [-0.440, 3.191, 2.313], [0.933, -1.795, 1.647], [-0.281, 0.214, -1.057], [0.162, -1.228, 0.924], [0.574, -0.022, 0.111], [0.065, 1.490, -1.678], [-1.359, 2.904, 2.182], [-0.442, 4.104, 1.994], [-1.407, -2.487, -2.238], [1.119, 1.454, -1.962], [-0.068, 2.325, -0.989], [1.611, -0.185, -0.201], [0.605, 0.834, 0.805], [-0.901, -1.542, 0.861], [-1.229, 0.275, -0.694], [-0.535, 1.635, -2.571], [-0.167, -1.699, -1.873]], "nbo_charge": [-0.96, -0.94, -0.51, -0.63, 0.44, -0.35, -0.41, 0.47, 0.47, 0.46, 0.20, 0.17, 0.22, 0.21, 0.11, 0.35, 0.20, 0.49]}

=====

How far above the most stable structure does each one sit? In hartree: <i> 0.0000; <ii> 0.2986; <iii> 0.0034.